Here is a 9-piece molecular cluster, H18O9 overall from the OMol25 dataset. Energies are from the ωB97M-V functional and the def2-TZVPD basis.

Last column: Löwdin charge in e.
Atoms and positions in Å:
O -0.827 0.189 0.050  -0.07
H -1.255 -0.293 -0.727  0.10
H 0.090 -0.061 0.159  0.01
O -3.111 0.457 1.593  -0.04
H -2.557 -0.318 1.384  0.03
H -3.248 0.932 0.839  -0.05
O 4.660 -1.857 -1.475  -0.10
H 3.677 -1.876 -1.535  0.00
H 4.809 -1.182 -2.206  0.07
O -1.959 2.957 -0.356  -0.04
H -2.205 2.688 -1.262  0.05
H -1.056 2.721 -0.260  -0.02
O 1.770 -1.759 -0.568  -0.02
H 0.882 -1.975 -0.422  -0.01
H 2.277 -2.143 0.165  0.07
O 3.724 2.255 1.505  -0.04
H 3.818 3.103 1.818  -0.02
H 2.753 2.053 1.555  0.05
O 1.718 1.926 -0.953  -0.06
H 0.856 2.277 -1.165  0.00
H 1.516 0.944 -1.141  0.06
O -5.248 -1.072 -1.736  -0.10
H -5.191 -0.148 -1.921  0.00
H -5.609 -1.194 -0.767  0.10
O -0.601 -2.943 2.049  -0.04
H -0.064 -3.668 1.656  0.06
H -0.502 -3.092 2.953  0.00

Results
Total charge: 0
Multiplicity: 1
Energy above the lowest of the compared OMol25 structures with the same formula, charge and spin: 86.2 kcal per mole
HOMO-LUMO gap: 0.3902 Ha
SMILES: O.O.O.O.O.O.O.O.O
E: -18718.398 eV